[1]
C20H19F9O4SSbSe4Tc as an isolated structure at a distorted geometry. Source: the Open Molecules 2025 dataset; level of theory: the ωB97M-V functional and the def2-TZVPD basis.

Geometry as XYZ:
```
59
Properties=species:S:1:pos:R:3:nbo_charge:R:1
Tc -0.4896 0.7632 0.3005 0.8543
C -3.7512 1.7407 0.6371 -0.6521
C -2.5570 1.3842 1.4662 0.0776
C -1.5051 2.3099 1.6581 -0.3539
C -0.5306 2.0893 2.6675 0.1083
C 0.4421 3.1788 3.0032 -0.6567
C -0.5687 0.8997 3.3822 -0.2155
C -1.5135 -0.0944 3.1033 0.1225
C -1.4937 -1.3896 3.8504 -0.6595
C -2.4730 0.1446 2.1116 -0.1969
H -3.5465 2.5729 -0.0310 0.2479
H -4.5482 2.0459 1.3204 0.2621
H -4.1141 0.8928 0.0582 0.2425
H -1.5681 3.2855 1.1907 0.2714
H 0.0217 3.7774 3.8151 0.2705
H 0.6141 3.8447 2.1586 0.2409
H 1.3962 2.7850 3.3548 0.2278
H 0.1686 0.7239 4.1582 0.2445
H -1.9427 -1.2542 4.8384 0.2662
H -0.4701 -1.7331 4.0013 0.2425
H -2.0566 -2.1619 3.3265 0.2357
H -3.2338 -0.6035 1.9148 0.2433
Se 1.6268 -3.7622 -3.1752 -0.2599
Sb 2.4982 -1.9250 -2.2525 1.1358
Se 3.0664 0.9739 1.3326 0.3935
Se 1.6188 1.8838 -0.1635 0.0629
Se 5.0451 1.6548 0.8328 0.1109
F 0.0103 3.1169 -2.3895 -0.3160
C -1.2978 2.9076 -2.6089 0.9806
F -1.6088 3.3857 -3.7947 -0.2761
F -1.9591 3.5814 -1.6691 -0.3030
C -1.6254 1.3870 -2.5007 -0.0129
O -1.6398 1.0403 -1.1435 -0.5975
C -0.6466 0.5456 -3.3658 0.9747
F -0.6617 0.9235 -4.6287 -0.2769
F -0.9558 -0.7450 -3.2914 -0.3004
F 0.6257 0.6835 -2.9276 -0.3342
C -3.0930 1.1212 -2.9904 0.9760
F -3.2055 1.1863 -4.3046 -0.2827
F -3.4674 -0.0932 -2.5830 -0.3049
F -3.9157 2.0114 -2.4428 -0.3002
C -2.9385 -6.4335 1.5339 -0.6476
C -2.0300 -5.2741 1.2397 0.0476
C -2.4141 -4.2602 0.3610 -0.1538
C -1.5727 -3.1962 0.0827 -0.1882
C -0.3243 -3.1593 0.6971 -0.4276
C 0.0906 -4.1553 1.5806 -0.1533
C -0.7681 -5.2021 1.8426 -0.2008
S 0.7228 -1.8084 0.4143 2.4205
O 0.2762 -1.0656 -0.8019 -0.9668
O 2.0934 -2.2705 0.2577 -0.9602
O 0.5431 -0.8027 1.4985 -0.9414
H -3.8262 -6.4190 0.9049 0.2331
H -3.2588 -6.4115 2.5774 0.2450
H -2.4185 -7.3793 1.3758 0.2457
H -3.3795 -4.3167 -0.1279 0.2290
H -1.8673 -2.4262 -0.6218 0.2398
H 1.0742 -4.1222 2.0344 0.2442
H -0.4541 -5.9919 2.5147 0.2415
```

Properties
LUMO level (alpha / beta): -8.73 / -8.73 eV
Highest occupied orbital energy (alpha / beta): -14.36 / -14.36 eV
Gap between HOMO and LUMO (alpha / beta): 5.63 / 5.63 eV
Charge: +2

---

[2]
C19H18BCl2HfN6O4S3 as an isolated structure at a distorted geometry. Source: the Open Molecules 2025 dataset; level of theory: the ωB97M-V functional and the def2-TZVPD basis.

Geometry as XYZ:
```
54
Properties=species:S:1:pos:R:3:mulliken_charge:R:1
Hf 0.3497 -0.5300 -1.1667 0.0713
O -2.9246 -1.2252 3.4593 -0.5281
C -1.7657 -0.7414 3.8279 0.2893
O -1.5626 -0.2218 4.8914 -0.5661
C -0.6130 -0.8485 2.8549 0.4841
C 0.6963 -0.5549 3.2182 -0.7124
N 1.4541 -0.6472 2.1233 -0.0265
N 0.7305 -0.9921 1.0460 -0.2875
C -0.5395 -1.1261 1.4753 0.1475
C -1.5937 -1.5462 0.4873 1.0529
O -2.7281 -1.7806 0.8522 -0.7743
O -1.1554 -1.6947 -0.7240 -0.2443
H -2.9845 -1.5211 2.5151 0.4500
H 1.0814 -0.3050 4.1874 0.5469
H 2.4566 -0.5316 2.0514 0.2080
C -3.5018 0.2305 -3.2127 -0.8727
N -2.6574 -0.9189 -3.4087 0.2364
C -3.0682 -2.2218 -3.4952 -0.5116
C -1.9545 -2.9926 -3.5669 -0.5355
N -0.8593 -2.1777 -3.5007 0.2136
B 0.5817 -2.6536 -3.1826 0.4121
N 1.6115 -1.7164 -3.8548 0.3426
C 1.7509 -1.5239 -5.2039 -0.5474
C 2.8256 -0.7254 -5.4174 -0.4616
N 3.3629 -0.4310 -4.1937 0.1756
C 4.5353 0.3495 -3.9000 -0.8559
C 2.6017 -1.0279 -3.2588 0.0371
S 2.8909 -0.8719 -1.5801 -0.4457
C -1.3122 -0.9171 -3.4110 -0.0786
S -0.3004 0.4826 -3.3740 -0.3297
H -4.3766 0.1725 -3.8620 0.3523
H -2.9381 1.1337 -3.4497 0.3256
H -3.8337 0.2837 -2.1706 0.3305
H -4.1008 -2.5004 -3.4745 0.5099
H -1.8547 -4.0530 -3.6607 0.5114
H 0.7277 -3.7532 -3.5792 -0.1281
H 0.7311 -2.5560 -1.9586 0.1831
H 1.0695 -1.9570 -5.9054 0.5343
H 3.2500 -0.3588 -6.3286 0.4723
H 5.0690 0.5791 -4.8190 0.3446
H 5.1884 -0.2134 -3.2311 0.3603
H 4.2544 1.2784 -3.3986 0.3000
Cl 1.6379 1.9087 -0.5280 -0.1128
C 0.8237 2.2699 0.9642 0.5200
C 1.4966 2.8749 2.0100 -0.6358
C 0.8050 3.1261 3.1861 -0.6603
C -0.5322 2.7833 3.3038 -0.5979
C -1.2025 2.2046 2.2382 0.0601
Cl -2.8694 1.8239 2.3692 -0.1108
C -0.5232 1.9146 1.0439 0.2293
S -1.3510 1.1517 -0.2936 -0.0602
H 2.5340 3.1437 1.8955 0.4976
H 1.3082 3.6019 4.0118 0.4251
H -1.0758 2.9635 4.2169 0.4596
```

Properties
LUMO level: -3.62 eV
Highest occupied orbital energy: -10.94 eV
Gap between HOMO and LUMO: 7.32 eV
Charge: +1

---

[3]
A 2-piece molecular cluster, H6N2 overall. Source: the Open Molecules 2025 dataset; level of theory: the ωB97M-V functional and the def2-TZVPD basis.

Geometry as XYZ:
```
8
Properties=species:S:1:pos:R:3:nbo_charge:R:1
N -1.8199 1.8537 2.7016 -1.0689
H -1.5162 2.8214 2.5533 0.3561
H -1.2948 1.4966 3.5062 0.3562
H -2.8053 1.8903 2.9814 0.3566
N 1.5805 -2.0712 -2.8936 -1.0687
H 2.1618 -2.4259 -2.1275 0.3563
H 1.7633 -1.0651 -2.9651 0.3567
H 1.9306 -2.4997 -3.7563 0.3556
```

Properties
LUMO level: 1.31 eV
Highest occupied orbital energy: -10.09 eV
SMILES: N.N
Gap between HOMO and LUMO: 11.40 eV

---

| no. | electronic energy (Eh) |
| --- | --- |
| 1 | -12297.7095 |
| 2 | -3552.2118 |
| 3 | -113.0997 |